Computed, not measured: a structure of composition C36H32Br2N9O12S3Ti at a distorted geometry, with ωB97M-V with the def2-TZVPD basis set.

The calculation puts the energy relative to the best compared isomer or geometry (same formula, charge and spin) at 94.6 kcal per mole. The value obtained for the LUMO energy is -0.6 eV. As for the HOMO energy: -5.22 eV. Its net charge is -1.

Geometry (Å):
Ti1 -1.0477 1.0271 -1.5700
N1 -1.5227 -1.0675 -1.1409
C1 -1.5280 -1.8518 -2.4137
C2 -0.8858 -1.0583 -3.5051
O1 -0.2970 -1.7032 -4.3878
N2 -0.9701 0.2717 -3.3469
C3 -0.4909 1.1514 -4.4193
C4 -0.0115 2.4824 -3.7114
O2 0.7706 3.2298 -4.2410
O3 -0.5821 2.6460 -2.5037
H1 -0.8878 -1.4742 -0.4409
H2 -2.4518 -1.0307 -0.6817
H3 -2.5610 -2.1685 -2.6153
H4 -1.0593 -2.8158 -2.2450
H5 -1.2645 1.5199 -5.0938
H6 0.2684 0.5900 -5.0379
Br1 6.4072 4.4804 -1.7898
C5 5.0170 3.2747 -1.6090
C6 3.6663 3.6446 -1.6966
C7 2.5863 2.6688 -1.5444
C8 3.0068 1.4638 -1.0130
C9 4.3055 1.0660 -0.8438
C10 5.3035 1.9136 -1.3115
C11 1.9751 0.4843 -0.5139
O4 2.2227 -0.5033 0.1911
O5 0.6696 0.7459 -0.8315
H7 3.4158 4.6857 -1.7937
H8 1.5421 2.8481 -1.6795
H9 4.5123 0.0747 -0.5158
H10 6.3712 1.5275 -1.3710
O6 5.0435 -8.0747 -3.5830
S1 6.4019 -8.0465 -3.0138
O7 7.1933 -6.9236 -3.5252
O8 7.0242 -9.3576 -3.0206
C12 6.0083 -7.2323 -1.4305
N3 6.8035 -7.4857 -0.4259
C13 6.5599 -6.8310 0.7462
C14 5.4972 -5.9569 0.8773
C15 4.7075 -5.8038 -0.2923
N4 4.9831 -6.4544 -1.4444
C16 3.4245 -4.9860 -0.3525
C17 2.9190 -4.7778 -1.6274
C18 1.6198 -4.2782 -1.7895
N5 0.9130 -3.6908 -0.7963
C19 1.4339 -3.8982 0.4285
C20 2.6520 -4.4910 0.7048
H11 7.1925 -7.0793 1.5961
H12 5.3927 -5.2135 1.6806
H13 3.5488 -5.0906 -2.4786
H14 1.0898 -4.2913 -2.7731
H15 0.8199 -3.3606 1.2084
H16 2.9183 -4.5704 1.7452
Br2 -4.9495 5.7534 -2.7905
C21 -5.3108 4.4389 -1.4524
C22 -6.5671 4.4876 -0.8023
N6 -6.9297 3.4364 -0.0970
C23 -6.1112 2.3789 0.0307
C24 -4.8393 2.2803 -0.5323
C25 -4.4128 3.4231 -1.2302
C26 -3.9681 1.1356 -0.5189
O9 -4.1355 0.1084 0.2369
O10 -2.8697 1.3707 -1.2198
H17 -7.2238 5.3388 -0.8579
H18 -6.4433 1.6566 0.7225
H19 -3.4761 3.5103 -1.8293
O11 -6.2452 -1.0217 1.7247
C27 -5.6939 -1.3441 2.9774
N7 -4.2526 -0.8990 3.0159
C28 -3.4482 -1.2359 4.0881
O12 -3.8603 -1.7487 5.1393
C29 -1.9517 -0.8976 3.9406
C30 -1.0338 -1.6733 4.6776
C31 0.3017 -1.4727 4.4447
C32 0.6913 -0.5491 3.4446
N8 -0.1803 0.2369 2.8242
C33 -1.4534 0.0438 3.0320
H20 -5.5191 -0.6487 1.1728
H21 -5.6776 -2.4318 3.0637
H22 -6.2500 -0.9119 3.8589
H23 -3.8526 -0.9329 2.0670
H24 -1.4363 -2.1464 5.5560
H25 0.9818 -1.9640 5.1786
H26 1.7286 -0.5203 2.9722
H27 -2.0474 0.7804 2.4748
S2 -4.0260 7.0398 3.9001
C34 -2.5349 7.1016 3.2395
N9 -2.1531 7.8095 2.1756
C35 -0.8278 7.6716 1.6118
C36 -0.1617 6.5958 2.5071
S3 -1.1870 6.1865 3.8733
H28 -2.8122 8.3660 1.6712
H29 -0.3269 8.6170 1.6287
H30 -0.9246 7.4930 0.5492
H31 0.6591 7.1760 2.8868
H32 0.1037 5.7324 1.8869

Force components x, y, z for each atom (eV/Å):
Ti 1.96 -0.40 -0.13
N -0.53 0.17 0.45
C -0.98 -0.68 1.54
C 1.35 -3.41 -1.34
O -1.12 1.86 0.78
N -0.28 1.76 0.00
C 1.08 0.38 0.46
C 0.69 -0.90 -1.39
O -0.74 -0.11 0.71
O -0.18 -0.93 -0.25
H 0.11 0.08 -0.57
H 0.53 -0.15 -0.44
H 0.10 0.63 -0.42
H 0.69 0.18 -0.11
H -0.39 -0.46 -0.02
H -0.50 1.00 0.76
Br 0.39 0.52 -0.19
C -1.97 -2.08 0.37
C -1.09 -0.99 0.10
C 3.48 1.18 0.68
C -2.50 -0.92 0.36
C 1.38 1.05 -1.40
C 1.63 -0.07 0.39
C -0.61 -2.26 1.54
O -0.29 2.38 -1.68
O -0.76 0.58 -0.38
H -0.08 0.21 -0.46
H -0.17 0.56 -0.05
H 0.18 -0.50 0.28
H -1.48 0.73 0.24
O 0.79 -0.37 0.16
S -2.12 1.19 -2.16
O 0.55 -0.59 0.03
O 0.26 0.68 1.07
C 1.62 -2.25 -0.53
N 0.67 0.34 2.85
C -0.06 -0.77 -1.19
C -0.40 1.19 -1.22
C -0.09 -0.09 0.03
N -1.94 1.92 1.67
C 0.42 0.05 -0.18
C -0.55 -0.31 -0.89
C -0.28 0.92 -0.52
N 0.67 -1.75 -0.01
C -1.02 2.20 0.26
C -0.08 -0.43 0.02
H 0.13 0.13 -0.24
H -0.12 -0.87 -0.01
H -0.76 -0.01 0.45
H 0.87 0.19 0.70
H 0.98 -0.96 -0.43
H 0.29 -0.20 0.13
Br 0.13 -0.05 0.42
C -0.80 0.94 0.16
C 1.58 -1.13 -0.53
N -0.07 -0.23 0.69
C 0.33 0.79 -0.06
C -1.17 2.01 -0.49
C 0.18 0.23 -1.83
C 1.24 -2.59 2.95
O 0.73 2.79 -3.03
O -0.34 -0.88 0.84
H -0.18 0.08 -0.17
H -0.52 -1.16 0.37
H -0.72 -0.47 0.91
O 0.63 0.61 0.06
C 0.96 -0.11 0.72
N -0.61 -0.58 -0.03
C 0.14 -0.02 0.96
O 0.30 0.83 -1.74
C -0.86 -0.78 -0.75
C -1.07 2.07 -0.13
C 1.02 0.02 0.68
C 1.31 -0.85 -0.63
N 1.61 -0.41 -0.45
C -1.46 0.36 0.46
H -0.82 -0.12 0.22
H -0.23 -0.08 0.29
H 0.54 -0.23 -1.10
H 0.16 0.26 0.99
H 0.06 -0.80 -0.09
H -0.09 0.39 -1.23
H -1.23 0.11 1.29
H -0.51 -0.61 0.43
S -0.44 0.14 0.16
C -0.06 -0.09 0.02
N -0.09 0.32 -0.46
C -1.18 -0.35 0.52
C 1.06 0.99 -1.80
S -0.75 -0.32 0.47
H -0.58 0.10 0.12
H 0.57 0.64 0.51
H 0.12 -0.89 -0.26
H 1.06 -0.74 0.19
H 0.28 0.16 0.49

Löwdin atomic charge list, values in e, 2 entries:
1 Ti 1.28
2 N 0.00

=====

Computed, not measured: an isolated molecule of C19H21N3O2S at a distorted geometry, with ωB97M-V with the def2-TZVPD basis set.

The calculation puts the energy relative to the best compared isomer or geometry (same formula, charge and spin) at 0.0 kcal per mole. The value obtained for the LUMO energy is 0.2 eV. As for the HOMO energy: -8.35 eV. Its net charge is 0. Its structure (SMILES) is CC(C)CC(=O)NC(=S)Nc1ccccc1C(=O)Nc1ccccc1.

Geometry (Å):
C1 -2.7169 -5.2558 0.1772
C2 -2.1301 -3.8479 0.1836
C3 -2.2423 -3.2195 1.5705
C4 -2.8459 -2.9776 -0.8673
C5 -2.2100 -1.6110 -0.8971
O1 -1.0767 -1.4217 -1.2895
N1 -3.0129 -0.6056 -0.4201
C6 -2.6928 0.7288 -0.1919
S1 -3.9292 1.7042 0.2936
N2 -1.4026 1.0477 -0.3594
C7 -0.7417 2.2467 -0.1312
C8 -1.3654 3.4843 -0.2696
C9 -0.6568 4.6514 -0.0600
C10 0.6841 4.6066 0.2840
C11 1.3189 3.3838 0.4015
C12 0.6279 2.1955 0.1891
C13 1.3010 0.8757 0.3928
O2 0.7398 -0.0604 0.9328
N3 2.5773 0.8433 -0.0787
C14 3.5022 -0.2062 -0.0494
C15 4.7613 0.0304 -0.5987
C16 5.7205 -0.9633 -0.5987
C17 5.4364 -2.2042 -0.0530
C18 4.1854 -2.4409 0.4902
C19 3.2170 -1.4535 0.4968
H1 -2.1915 -5.8853 0.8910
H2 -2.6289 -5.7084 -0.8077
H3 -3.7693 -5.2314 0.4532
H4 -1.0723 -3.8983 -0.0924
H5 -1.7857 -3.8695 2.3129
H6 -1.7304 -2.2604 1.6051
H7 -3.2855 -3.0711 1.8443
H8 -3.9110 -2.9189 -0.6404
H9 -2.7164 -3.4349 -1.8500
H10 -3.9700 -0.8243 -0.1732
H11 -0.8002 0.2335 -0.5251
H12 -2.4073 3.5269 -0.5373
H13 -1.1577 5.6017 -0.1635
H14 1.2329 5.5185 0.4631
H15 2.3571 3.3537 0.7017
H16 2.9080 1.6778 -0.5440
H17 4.9851 0.9984 -1.0268
H18 6.6926 -0.7674 -1.0266
H19 6.1863 -2.9807 -0.0533
H20 3.9563 -3.4067 0.9153
H21 2.2441 -1.6420 0.9173

Force components x, y, z for each atom (eV/Å):
C 0.19 0.21 -0.07
C -0.22 -0.03 0.08
C 0.19 -0.09 -0.22
C 0.42 -0.18 0.03
C -0.28 -0.15 -0.19
O 0.24 -0.17 0.00
N 0.00 -0.09 0.05
C -0.04 0.37 0.07
S -0.40 0.23 0.18
N -0.04 -1.03 -0.25
C 0.24 0.59 0.15
C -0.05 -0.06 -0.07
C 0.19 -0.05 0.05
C 0.02 0.11 0.00
C -0.08 -0.05 -0.06
C -0.34 0.17 0.07
C 0.06 0.11 0.03
O 0.08 -0.10 0.02
N 0.17 0.36 -0.20
C 0.20 -0.34 0.09
C -0.09 0.03 0.03
C 0.00 0.02 -0.01
C 0.07 -0.12 0.01
C 0.15 0.03 -0.07
C -0.22 -0.01 0.08
H 0.02 -0.11 0.07
H -0.03 -0.10 -0.10
H -0.15 -0.03 0.04
H -0.06 0.03 -0.03
H 0.04 -0.03 0.12
H 0.03 0.13 0.10
H -0.14 0.03 0.06
H -0.06 -0.02 0.00
H -0.06 0.08 -0.03
H 0.22 0.10 -0.05
H -0.25 0.23 -0.03
H 0.02 -0.02 -0.02
H -0.05 0.08 -0.02
H 0.05 0.07 0.03
H 0.07 -0.02 0.02
H -0.20 -0.14 0.07
H 0.02 0.09 -0.04
H 0.07 0.02 -0.03
H 0.06 -0.06 0.00
H -0.03 -0.07 0.04
H -0.02 0.01 0.00

Löwdin atomic charge list, values in e, 2 entries:
1 C -0.08
2 C -0.42

=====

Computed, not measured: an isolated molecule of C3H3ClOS at a distorted geometry, with ωB97M-V with the def2-TZVPD basis set.

The calculation puts the energy relative to the best compared isomer or geometry (same formula, charge and spin) at 21.8 kcal per mole. The value obtained for the LUMO energy is -0.5 eV. As for the HOMO energy: -8.86 eV. Its net charge is 0. Its structure (SMILES) is C=C(Cl)C(O)=S.

Geometry (Å):
C1 0.2936 1.5389 0.1248
C2 0.4866 0.1998 -0.0613
Cl1 1.9989 -0.5587 -0.3000
C3 -0.6832 -0.7817 -0.1155
O1 -0.5057 -2.0593 0.1222
S1 -2.1651 -0.1494 -0.3025
H1 1.0431 2.3817 0.1526
H2 -0.7876 1.9232 0.0765
H3 0.3195 -2.4945 0.3033

Force components x, y, z for each atom (eV/Å):
C -0.74 0.06 -0.80
C -1.11 1.41 0.21
Cl 0.88 -0.05 0.13
C 0.40 1.82 0.62
O -1.50 -0.71 -0.27
S -0.51 -0.67 -0.28
H -0.44 -1.63 -0.01
H 1.82 -0.92 0.43
H 1.22 0.69 -0.03

Löwdin atomic charge list, values in e, 2 entries:
1 C -0.02
2 C -0.77

=====

Table of HOMO-LUMO gap (hartree), in record order: 0.17096; 0.31612; 0.30757
Table of electronic energy (eV), in record order: -271542.6056; -39446.3346; -28563.2392
Table of molecular weight (g/mol), in record order: 1086.58; 355.46; 122.58